i) ORCA calculation (ωB97M-V with the def2-TZVPD basis set) on a cluster of 9 separate species, C9H36N10O9 in total.

Results
HOMO energy	-9.952	eV
orbital gap	10.3170	eV
structure (SMILES)	NC(N)=O.NC(N)=O.NC(N)=O.NC(N)=O.NC(N)=O.CO.CO.CO.CO

The geometry in ORCA input format:
```
! RIJCOSX wB97M-V def2-TZVPD def2/J DEFGRID3
* xyz 0 1
O -3.666 -1.154 0.580
N -0.559 -2.135 4.438
H -3.854 3.166 -0.927
H -1.013 1.223 -3.667
H -0.069 1.802 -2.443
O 0.801 3.583 -4.288
C 2.246 -1.340 -1.793
O 1.262 3.256 0.373
H 2.887 -1.540 0.032
H -1.318 -0.094 3.024
H -3.533 -3.269 0.515
H -2.142 -2.310 -0.186
H 1.241 -1.991 -3.537
H 0.469 4.428 -2.341
C 1.438 3.787 -0.708
H -3.387 2.239 0.481
H 2.488 3.841 -2.489
H -0.596 1.298 2.390
O 4.252 3.097 1.418
N 0.463 0.456 0.398
H 2.348 -2.995 -0.576
H -3.240 -1.039 1.459
H -2.807 -2.651 6.645
H 0.312 -3.448 0.309
C -1.812 -2.211 4.873
H 0.196 -5.565 1.176
H -1.270 -4.600 1.498
C -3.060 2.536 -0.540
H 3.945 1.342 0.286
O -2.839 -1.929 4.240
H 5.612 1.611 0.672
O -0.100 -4.107 -0.262
N -0.128 1.618 -3.430
H 2.293 -3.058 -2.856
H 1.131 0.071 -0.263
O -2.897 1.438 -1.378
N -1.901 -2.681 6.195
H -0.391 4.166 -1.019
H -1.110 1.490 -5.627
H -3.613 -2.300 -0.982
N -1.150 0.426 2.161
N 2.582 3.689 -1.502
H 3.298 3.025 1.265
C 4.611 1.752 1.043
N 0.467 4.609 -1.337
H -0.591 2.997 -6.223
N 2.806 -2.110 -0.765
H -0.515 -2.196 3.413
H 0.233 -2.035 5.024
H -2.058 2.991 -0.429
C -3.212 -2.334 0.007
H -1.343 -5.657 0.170
C -0.649 -5.008 0.712
C -0.246 -0.283 1.306
H 4.491 1.111 1.962
O 2.001 -0.156 -1.701
N 2.064 -2.071 -2.950
C 0.147 2.572 -4.413
O -0.180 -1.526 1.293
H -2.930 0.573 -0.868
H -1.206 -3.346 6.444
H 0.381 1.527 0.439
N -0.487 2.263 -5.600
H 3.409 3.152 -1.142
*
```

Results of the natural (NBO) charge analysis, in e, for atoms 1 through 2: O -0.7419; N -0.8704

ii) ORCA calculation (ωB97M-V with the def2-TZVPD basis set) on a cluster of 9 separate species, C9H36N10O9 in total.

Results
HOMO energy	-9.176	eV
orbital gap	9.6349	eV
structure (SMILES)	NC(N)=O.NC(N)=O.NC(N)=O.NC(N)=O.NC(N)=O.CO.CO.CO.CO

The geometry in ORCA input format:
```
! RIJCOSX wB97M-V def2-TZVPD def2/J DEFGRID3
* xyz 0 1
H -5.257 0.993 -0.377
C -0.372 3.045 0.689
N 3.082 -2.743 -3.384
H -2.289 4.037 0.827
N -1.359 4.035 0.448
N -1.173 1.874 -2.138
C 0.766 -0.272 -1.029
O 0.680 3.011 -0.005
O 0.086 -1.596 -1.185
N 1.624 -1.913 2.983
O 3.966 0.914 -0.027
O -3.916 2.384 0.505
H -3.143 -2.502 4.179
N -2.491 -2.252 3.474
C -2.132 2.791 -2.597
C -2.677 -2.604 2.176
H 1.625 -0.279 -0.324
H 2.366 -4.923 0.844
H 2.021 -2.533 3.647
C -5.051 1.467 0.600
H -1.034 4.793 -0.161
H -5.957 1.999 0.879
H 1.115 0.198 -1.961
O -3.274 2.465 -2.296
H 1.501 -2.271 2.022
N -1.987 3.849 -3.415
H 2.710 -4.344 -0.849
H -2.923 4.214 -3.646
H -0.098 1.385 1.857
H -3.777 2.566 -0.434
O -3.447 -3.427 1.740
H 1.026 -4.962 -0.414
N 1.005 -0.568 4.813
C 2.255 -1.878 -4.175
H -1.512 1.376 -1.321
H -0.226 2.088 -1.958
H 4.695 2.525 1.064
H 4.613 0.385 0.482
C 0.854 -0.848 3.471
H 1.671 -1.136 5.300
H -1.722 1.931 1.656
O 1.084 -1.878 -3.956
H -1.221 4.460 -3.692
H 0.799 0.296 5.296
H 2.994 2.223 1.342
N -2.064 -1.672 1.392
C 1.942 -4.455 -0.028
H 2.456 -0.304 -5.505
H 0.911 -2.692 -0.242
N 2.972 -1.028 -5.020
H -4.913 0.640 1.353
H 3.938 -3.122 -3.731
H 0.029 -1.811 -2.136
N -0.710 2.167 1.634
H 0.051 0.419 -0.676
H 3.572 2.986 -0.173
H 2.534 -3.471 -2.878
H 3.753 -0.603 -4.489
C 3.792 2.234 0.603
H -2.019 -2.018 0.439
O 1.576 -3.137 0.327
H -1.987 -1.400 3.636
O 0.064 -0.129 2.779
H -1.397 -0.977 1.766
*
```

Results of the natural (NBO) charge analysis, in e, for atoms 1 through 2: H 0.1852; C 0.7852

Name the least stable of them. ii).

i) ORCA calculation (ωB97M-V with the def2-TZVPD basis set) on a cluster of 2 separate species, C5H12N2O3 in total.

Results
HOMO energy	-9.027	eV
orbital gap	9.5592	eV
structure (SMILES)	CNC(=O)O.CNC(C)=O

The geometry in ORCA input format:
```
! RIJCOSX wB97M-V def2-TZVPD def2/J DEFGRID3
* xyz 0 1
C -0.392 -0.201 2.114
C -0.196 -1.614 -0.937
O 0.134 -2.688 -0.461
N -1.400 -0.949 -0.639
C -1.984 0.126 -1.415
H 1.206 -1.695 -2.131
H -1.468 -0.364 2.025
C 0.006 0.845 1.101
H -1.207 0.810 -1.758
H 2.129 2.136 -0.503
H -2.507 -0.279 -2.284
H 2.449 1.987 1.260
H 3.241 0.899 0.034
O 0.439 -1.101 -2.021
N 1.222 0.522 0.393
H 1.214 0.015 -0.479
H 0.151 -1.139 1.971
H -2.046 -1.551 -0.143
H -2.713 0.637 -0.782
C 2.338 1.445 0.318
H -0.220 0.160 3.130
O -0.395 1.999 1.206
*
```

Results of the natural (NBO) charge analysis, in e, for atoms 1 through 2: C -0.7132; C 0.8740

ii) ORCA calculation (ωB97M-V with the def2-TZVPD basis set) on a cluster of 2 separate species, C5H12N2O3 in total.

Results
HOMO energy	-8.659	eV
orbital gap	9.3101	eV
structure (SMILES)	NC(=O)C(=O)O.CCNC

The geometry in ORCA input format:
```
! RIJCOSX wB97M-V def2-TZVPD def2/J DEFGRID3
* xyz 0 1
C 2.673 0.599 -0.147
N 3.593 0.937 0.762
C -1.934 -0.633 -0.898
H -2.277 1.048 0.436
O 1.043 1.986 -1.166
C -0.570 -1.877 0.715
O 2.834 -0.203 -1.054
H 0.448 -2.275 0.816
H 3.376 1.616 1.479
H -1.805 -0.053 -1.824
H 4.523 0.544 0.714
H -0.019 -1.260 -1.137
H 0.617 2.837 -0.998
O 0.901 1.729 1.058
C -2.803 0.154 0.072
H -0.823 -1.380 1.661
H -3.724 0.477 -0.434
H -2.461 -1.570 -1.174
H -3.096 -0.450 0.942
H -1.265 -2.725 0.567
N -0.602 -0.921 -0.377
C 1.373 1.419 -0.014
*
```

Results of the natural (NBO) charge analysis, in e, for atoms 1 through 2: C 0.5677; N -0.7960

Name the least stable of them. i).

i) ORCA calculation (ωB97M-V with the def2-TZVPD basis set) on a cluster of 2 separate species, C2H5NO3 in total.

Results
HOMO energy	-9.977	eV
orbital gap	10.9445	eV
structure (SMILES)	NC=O.O=CO

The geometry in ORCA input format:
```
! RIJCOSX wB97M-V def2-TZVPD def2/J DEFGRID3
* xyz 0 1
O -1.835 -0.210 1.456
O 1.119 -0.666 0.999
H -2.951 1.024 0.246
O -1.263 0.453 -0.617
H 2.445 0.735 0.449
C 1.749 -0.064 0.148
N 1.382 -0.145 -1.153
H -1.315 -1.007 1.308
C -1.978 0.506 0.350
H 0.750 -0.912 -1.291
H 1.897 0.284 -1.895
*
```

Results of the natural (NBO) charge analysis, in e, for atoms 1 through 2: O -0.6833; O -0.6462

ii) ORCA calculation (ωB97M-V with the def2-TZVPD basis set) on a structure of composition C2H5NO3.

Results
HOMO energy	-9.975	eV
orbital gap	10.6660	eV

The geometry in ORCA input format:
```
! RIJCOSX wB97M-V def2-TZVPD def2/J DEFGRID3
* xyz 0 1
O 1.026 -1.168 1.173
H -1.402 0.918 0.459
H 2.249 1.053 0.897
O 0.189 -0.365 -1.151
H -1.147 -1.767 -0.508
C -1.044 -0.721 -0.830
H 1.151 1.554 -0.292
H -1.837 -0.339 -1.491
N 1.294 1.047 0.570
C 0.730 -0.190 0.586
O -1.210 -0.022 0.587
*
```

Results of the natural (NBO) charge analysis, in e, for atoms 1 through 2: O -0.5472; H 0.4787

iii) ORCA calculation (ωB97M-V with the def2-TZVPD basis set) on an isolated molecule of C2H5NO3.

Results
HOMO energy	-10.056	eV
orbital gap	10.7659	eV
structure (SMILES)	C/C(O)=N\OO

The geometry in ORCA input format:
```
! RIJCOSX wB97M-V def2-TZVPD def2/J DEFGRID3
* xyz 0 1
O 1.477 0.827 -0.618
N 0.132 1.391 0.117
H 0.399 -1.565 -0.140
H -1.075 -1.451 0.856
H -2.073 1.818 -0.024
O 2.261 -0.172 0.062
H -1.200 -1.419 -0.906
O -1.894 1.006 0.471
C -0.498 0.352 -0.045
H 3.058 0.328 0.285
C -0.587 -1.116 -0.058
*
```

Results of the natural (NBO) charge analysis, in e, for atoms 1 through 2: O -0.2531; N -0.1222

iv) ORCA calculation (ωB97M-V with the def2-TZVPD basis set) on an isolated molecule of C2H5NO3.

Results
HOMO energy (spin up / spin down)	-10.072 / -8.320	eV
orbital gap (spin up / spin down)	10.6393 / 6.2600	eV

The geometry in ORCA input format:
```
! RIJCOSX wB97M-V def2-TZVPD def2/J DEFGRID3
* xyz 0 1
C 0.791 0.367 -0.535
H -1.966 -1.295 -0.527
C -0.083 -0.953 -0.289
H -0.151 -0.901 0.903
O -1.401 -0.530 -0.703
N 0.720 0.732 0.835
O 0.392 -2.069 -0.654
H 0.321 1.071 -1.217
H -0.247 1.809 1.971
O -0.184 1.684 1.008
H 1.808 0.084 -0.792
*
```

Results of the natural (NBO) charge analysis, in e, for atoms 1 through 2: C -0.3200; H 0.4710

Name the least stable of them. iii).

i) ORCA calculation (ωB97M-V with the def2-TZVPD basis set) on a structure of composition C40H36BF6N9O7STl.

Results
HOMO energy	-6.170	eV
orbital gap	8.1146	eV

The geometry in ORCA input format:
```
! RIJCOSX wB97M-V def2-TZVPD def2/J DEFGRID3
* xyz -1 1
H 2.857 4.091 -1.628
B 3.885 -1.247 -0.432
C -0.522 -1.290 2.464
N 2.748 -2.152 -0.974
C -2.946 -1.356 2.855
C 1.298 6.199 1.408
C -5.245 -1.387 3.643
C 0.729 -2.633 -1.620
H 4.923 -1.813 -0.590
C 1.696 3.836 1.291
C 1.553 -3.692 -2.006
H -3.104 2.725 -2.679
H -6.366 0.038 4.823
H 2.223 0.604 4.758
C -2.184 2.172 -2.709
N 2.835 -0.005 1.532
F 2.592 2.852 1.214
C 4.759 0.449 -2.203
C -3.715 -1.119 0.236
H -7.587 -0.762 2.182
C 2.352 3.217 -2.046
H 6.157 -2.347 1.316
C -6.036 -1.474 0.896
C 5.323 -2.635 1.955
C 3.890 -0.923 3.266
C -7.074 -1.702 1.964
O -1.353 1.097 -6.117
H 4.808 -3.551 -2.369
H 6.554 -0.680 -1.852
O -3.101 2.264 -5.388
C 0.334 3.541 1.334
F 3.497 5.366 1.269
H 1.263 -4.575 -2.546
N -1.448 1.922 -1.624
H -6.051 0.573 3.164
C -0.378 1.011 -3.231
H 5.714 -2.906 2.935
C 3.217 2.009 -1.943
C 5.891 -0.400 -2.670
C 2.157 0.939 3.724
C 4.368 1.691 -2.664
C -0.062 5.944 1.461
H -0.493 0.685 -5.719
C -5.425 -1.240 -1.413
F -5.825 -1.217 -2.704
H -7.833 -2.392 1.592
C -2.057 1.683 -5.177
N 2.957 1.031 -1.086
H -1.633 2.112 -0.641
H -1.323 -3.118 -1.278
N 1.465 -1.735 -0.993
F -0.926 6.966 1.547
H 2.116 3.425 -3.089
C -2.278 -0.951 0.569
C -5.631 0.041 4.017
N -4.264 -1.379 2.560
H -3.355 -0.925 -1.870
H -4.749 -1.850 4.500
H 5.517 -1.314 -3.130
H 1.109 0.948 3.437
C 4.335 -1.530 2.110
F 1.755 7.460 1.444
C -0.721 -2.438 -1.884
C 0.753 0.238 -3.878
H 4.575 -4.305 -0.799
H 4.837 2.273 -3.436
H -4.753 0.592 4.351
H 4.858 -3.519 1.518
C -6.435 -2.246 3.233
H -2.675 -1.470 3.898
C -1.946 -1.188 1.954
O -1.474 -0.642 -0.321
C 2.178 5.134 1.320
N -0.350 1.217 -1.927
S -0.356 1.924 1.334
C -0.521 4.640 1.417
H 6.465 0.146 -3.417
C -6.392 -1.437 -0.435
H 2.545 1.957 3.660
H -6.084 -3.266 3.061
H 3.885 -5.052 -2.245
H 4.188 -1.150 4.274
C 4.097 -4.103 -1.756
H -7.424 -1.570 -0.731
C -4.103 -1.080 -1.106
C -4.677 -1.315 1.236
H -1.030 -1.419 -1.649
F -1.851 4.451 1.451
O 1.611 -0.218 -3.111
N 3.689 -0.961 1.074
O 0.344 -1.259 1.556
H 1.415 3.069 -1.513
H -7.159 -2.276 4.049
N 3.896 0.068 -1.245
O 0.692 0.160 -5.134
C 2.824 -3.346 -1.586
C 2.940 0.018 2.855
H -0.928 -2.633 -2.935
C -1.524 1.604 -3.788
Tl 1.037 0.254 -0.088
O -0.339 -1.438 3.674
*
```

Results of the Mulliken charge analysis, in e, for atoms 1 through 2: H 0.2764; B -1.9861

ii) ORCA calculation (ωB97M-V with the def2-TZVPD basis set) on a structure of composition C40H36BF6N9O7STl.

Results
HOMO energy (spin up / spin down)	-5.368 / -5.420	eV
orbital gap (spin up / spin down)	7.4299 / 6.9241	eV

The geometry in ORCA input format:
```
! RIJCOSX wB97M-V def2-TZVPD def2/J DEFGRID3
* xyz -1 1
C 3.937 -2.164 -2.877
H 2.023 -3.799 3.069
C 3.284 0.471 -3.472
C -3.086 0.913 -4.373
H 4.723 0.474 -6.134
H 1.838 0.875 6.118
H -2.666 -4.161 0.183
H 3.238 2.501 -5.688
H 0.426 -5.065 -0.992
F -0.885 0.256 -3.397
H 5.697 2.676 -5.485
H -4.521 3.612 3.204
C 0.867 0.632 5.693
H 2.668 1.319 0.469
C -2.190 -0.003 -3.534
B -1.527 0.033 3.768
O -0.301 3.568 -2.186
C -3.556 1.785 5.354
O 2.101 -6.010 1.421
H -2.648 1.982 5.921
H -0.510 -2.546 5.418
N 0.230 0.835 2.122
F 4.299 -3.433 -2.597
H -4.312 2.509 5.645
C 5.159 0.610 -5.139
C -1.580 -2.709 5.290
H 2.751 1.977 3.832
N 0.257 -1.862 1.204
C 1.067 1.660 -2.233
C 5.139 2.082 -4.760
H 2.670 2.907 1.256
C -4.280 0.651 -3.426
C 1.848 1.525 3.476
O 0.978 -5.770 -0.475
H 1.450 3.233 -3.538
H -3.902 0.785 5.608
O -0.916 1.913 -0.873
H 4.049 4.154 -3.246
N -2.450 1.458 1.916
H 0.110 1.241 6.184
C -0.149 2.440 -1.730
H -2.109 -2.013 5.937
C 2.549 -0.252 -2.511
H -1.609 0.000 4.946
O -1.100 -1.873 -1.144
C 1.442 -3.379 2.274
F -3.498 -1.988 -4.237
C -3.340 -0.210 -2.471
H -1.813 -3.723 5.601
C -3.479 3.164 0.457
H -2.580 3.085 -0.152
C -3.750 1.968 -3.615
H 0.641 -0.412 5.902
N -0.089 0.475 3.379
H -4.280 -3.706 0.739
C -1.986 -2.516 3.871
S -3.576 -0.026 -0.765
C 4.687 -1.459 -3.812
C -0.448 -2.903 -0.880
C -2.507 -3.450 2.998
C 0.881 0.884 4.225
O 0.993 -0.208 -0.751
H -3.325 -2.574 -0.235
N -1.884 -1.347 3.206
C 1.388 1.479 2.155
N -2.469 1.098 3.209
C 0.289 -2.933 0.437
Tl -1.230 0.030 0.384
C 2.046 2.065 0.963
C -3.303 1.907 3.892
C 2.878 -1.581 -2.231
C 1.798 2.268 -3.201
C -2.842 -1.277 -3.307
C 4.363 -0.157 -4.124
C -3.260 2.496 1.758
N -2.309 -1.508 1.941
O -0.369 -3.914 -1.601
H -2.726 -4.481 3.195
F -3.026 0.899 -5.730
N 2.926 1.771 -3.757
C -3.275 -3.330 0.541
H -3.745 4.209 0.606
H 2.734 4.524 -4.362
C 1.047 -3.950 1.077
C 1.417 -5.334 0.680
H -4.288 2.672 -0.082
C -2.697 -2.768 1.789
C 3.699 2.590 -4.692
H 1.291 2.398 0.260
H 1.028 -1.430 3.024
F -5.529 0.231 -3.676
H 4.397 4.611 -4.916
F -3.259 2.818 -2.710
C 3.711 4.061 -4.276
H 2.282 -2.123 -1.515
C -3.830 2.818 2.998
H 5.609 2.213 -3.781
H 5.521 -1.941 -4.299
H 6.183 0.235 -5.171
N 0.950 -2.131 2.300
C 1.454 0.368 -1.742
*
```

Results of the Mulliken charge analysis, in e, for atoms 1 through 2: C -0.0864; H 0.5620

Name the least stable of them. ii).